1.
Density functional theory data (ωB97M-V/def2-TZVPD) for a cluster of 7 separate species, C12H36NO15 in total in a non-equilibrium geometry.

Summary:
LUMO level ... 2.155 eV
Relative energy (zero: lowest compared OMol25 entry of this formula, charge and spin) ... 123.66 kcal/mol
Max |F| ... 0.188 hartree/bohr
Total charge ... -1
Electronic energy ... -1661.886871 Ha

```
64
C12H36NO15 | the Open Molecules 2025 dataset | ωB97M-V/def2-TZVPD
N 15.80 6.63 -24.55
O 14.95 7.23 -25.14
O 16.15 6.85 -23.38
O 16.40 5.76 -25.01
C 17.22 12.52 -22.54
C 18.73 12.41 -22.27
O 19.07 11.54 -21.19
O 16.44 13.03 -21.52
H 17.02 11.48 -22.82
H 17.07 13.06 -23.47
H 19.05 13.40 -21.94
H 19.21 12.18 -23.23
H 18.55 10.79 -21.47
H 16.09 12.31 -20.99
C 14.95 0.21 -21.18
C 15.38 1.45 -22.01
O 15.45 2.53 -21.14
O 15.98 -0.17 -20.24
H 14.63 -0.57 -21.87
H 14.12 0.42 -20.51
H 14.68 1.82 -22.75
H 16.37 1.19 -22.40
H 15.63 3.31 -21.67
H 15.56 -0.66 -19.54
C 12.51 12.21 -28.07
C 11.52 11.34 -27.19
O 10.22 11.77 -27.59
O 12.47 11.74 -29.45
H 13.47 12.07 -27.56
H 12.41 13.29 -28.05
H 11.56 11.81 -26.20
H 11.67 10.27 -27.11
H 10.20 11.53 -28.52
H 12.40 12.55 -29.96
C 23.17 0.75 -26.47
C 21.87 1.03 -27.38
O 20.66 1.13 -26.66
O 23.50 1.67 -25.41
H 23.95 0.50 -27.19
H 22.92 -0.17 -25.94
H 21.69 0.18 -28.04
H 22.00 1.85 -28.09
H 20.80 1.94 -26.16
H 24.33 1.41 -24.99
C 22.99 6.91 -20.79
C 21.80 6.33 -21.57
O 21.23 7.21 -22.55
O 22.67 8.04 -19.94
H 23.92 7.06 -21.34
H 23.40 6.16 -20.12
H 21.01 6.14 -20.84
H 22.08 5.35 -21.95
H 20.27 7.19 -22.52
H 21.87 8.51 -20.19
C 10.59 6.22 -30.07
C 9.88 5.65 -31.31
O 10.60 5.90 -32.48
O 11.77 5.59 -29.72
H 9.87 6.00 -29.28
H 10.83 7.28 -30.13
H 8.90 6.11 -31.41
H 9.61 4.61 -31.11
H 11.30 5.28 -32.68
H 12.26 5.98 -29.00
```

Partial charges, natural (NBO), in e: N 0.733; O -0.562; O -0.643; O -0.526; C -0.093; C -0.096; O -0.700; O -0.712; H 0.160; H 0.173; H 0.168; H 0.162; H 0.457; H 0.479; C -0.079; C -0.088; O -0.725; O -0.724; H 0.155; H 0.163; H 0.183; H 0.168; H 0.483; H 0.463; C -0.095; C -0.093; O -0.723; O -0.730; H 0.168; H 0.171; H 0.181; H 0.194; H 0.461; H 0.466; C -0.096; C -0.083; O -0.699; O -0.732; H 0.160; H 0.162; H 0.180; H 0.161; H 0.472; H 0.474; C -0.084; C -0.091; O -0.735; O -0.739; H 0.166; H 0.171; H 0.170; H 0.171; H 0.490; H 0.481; C -0.075; C -0.078; O -0.729; O -0.746; H 0.147; H 0.168; H 0.177; H 0.164; H 0.479; H 0.493

---

2.
Density functional theory data (ωB97M-V/def2-TZVPD) for a cluster of 6 separate species, C12H36O6 in total in a non-equilibrium geometry.

Summary:
LUMO level ... 0.664 eV
Relative energy (zero: lowest compared OMol25 entry of this formula, charge and spin) ... 49.03 kcal/mol
Max |F| ... 0.027 hartree/bohr
Total charge ... 0
Structure (SMILES) ... CCO.CCO.CCO.CCO.CCO.CCO
Electronic energy ... -930.164867 Ha

```
54
C12H36O6 | the Open Molecules 2025 dataset | ωB97M-V/def2-TZVPD
C 4.85 -1.42 1.06
C 5.64 -1.02 2.28
O 7.02 -1.09 1.97
H 5.23 -2.35 0.64
H 4.88 -0.69 0.24
H 3.79 -1.53 1.29
H 5.38 -1.69 3.10
H 5.38 0.00 2.57
H 7.52 -1.29 2.76
C -4.36 -2.99 -2.82
C -3.34 -3.16 -1.72
O -2.36 -4.07 -2.20
H -4.94 -3.91 -2.91
H -3.87 -2.90 -3.79
H -5.04 -2.16 -2.67
H -3.79 -3.52 -0.80
H -2.88 -2.18 -1.52
H -1.84 -4.39 -1.46
C 0.71 -1.99 -0.47
C -0.12 -1.01 -1.29
O -0.69 0.01 -0.47
H 1.64 -1.52 -0.17
H 1.00 -2.89 -1.03
H 0.15 -2.33 0.40
H -0.90 -1.52 -1.86
H 0.51 -0.52 -2.03
H -1.48 -0.36 -0.04
C 2.69 2.36 -0.03
C 3.91 2.20 0.89
O 5.07 2.77 0.27
H 3.00 2.60 -1.04
H 2.05 3.18 0.31
H 2.10 1.44 -0.09
H 4.16 1.18 1.15
H 3.75 2.77 1.81
H 5.53 2.07 -0.20
C -1.83 3.25 -0.51
C -0.90 3.65 0.62
O -0.57 2.54 1.42
H -1.85 4.08 -1.23
H -2.85 3.04 -0.20
H -1.38 2.41 -1.06
H -1.44 4.34 1.27
H -0.05 4.21 0.24
H -0.03 1.94 0.89
C -4.79 0.83 0.05
C -4.47 -0.29 1.03
O -3.04 -0.38 1.27
H -4.48 1.79 0.47
H -5.88 0.89 -0.10
H -4.28 0.70 -0.90
H -4.77 -1.26 0.66
H -4.92 -0.06 2.00
H -2.80 0.25 1.96
```

Partial charges, natural (NBO), in e: C -0.630; C -0.066; O -0.728; H 0.220; H 0.199; H 0.212; H 0.162; H 0.161; H 0.472; C -0.630; C -0.061; O -0.724; H 0.208; H 0.220; H 0.211; H 0.160; H 0.148; H 0.470; C -0.636; C -0.067; O -0.759; H 0.205; H 0.209; H 0.206; H 0.164; H 0.172; H 0.498; C -0.650; C -0.069; O -0.726; H 0.222; H 0.212; H 0.205; H 0.162; H 0.176; H 0.465; C -0.638; C -0.061; O -0.732; H 0.201; H 0.200; H 0.224; H 0.167; H 0.154; H 0.481; C -0.633; C -0.059; O -0.760; H 0.207; H 0.212; H 0.216; H 0.177; H 0.168; H 0.483

---

3.
Density functional theory data (ωB97M-V/def2-TZVPD) for an isolated molecule of C9H6F3N in a non-equilibrium geometry.

Summary:
LUMO level ... 0.220 eV
Relative energy (zero: lowest compared OMol25 entry of this formula, charge and spin) ... 0.00 kcal/mol
Max |F| ... 0.073 hartree/bohr
Total charge ... 0
Structure (SMILES) ... CC1=C(F)C=C(F)[C@H]2[C@H](C#N)[C@@]12F
Electronic energy ... -700.801828 Ha

```
19
C9H6F3N | the Open Molecules 2025 dataset | ωB97M-V/def2-TZVPD
C -1.78 1.78 0.32
C -0.97 0.46 0.24
C -1.47 -0.72 -0.29
F -2.79 -0.81 -0.59
C -0.70 -1.95 -0.26
C 0.50 -1.96 0.26
F 1.05 -3.19 0.42
C 1.21 -0.79 0.65
C 1.40 0.16 -0.58
C 2.58 0.90 -0.81
N 3.55 1.49 -0.98
C 0.44 0.55 0.46
F 0.82 1.64 1.20
H -0.88 2.49 0.57
H -2.68 1.61 0.99
H -2.16 2.17 -0.65
H -1.06 -2.84 -0.73
H 2.13 -0.82 1.19
H 0.81 -0.18 -1.41
```

Partial charges, natural (NBO), in e: C -0.658; C -0.128; C 0.416; F -0.316; C -0.377; C 0.442; F -0.313; C -0.296; C -0.359; C 0.272; N -0.282; C 0.394; F -0.316; H 0.252; H 0.245; H 0.232; H 0.253; H 0.274; H 0.265

---

4.
Density functional theory data (ωB97M-V/def2-TZVPD) for a structure of composition C27H41Br33N2OS2 in a non-equilibrium geometry.

Summary:
LUMO level ... -0.540 eV
Max |F| ... 0.126 hartree/bohr
Total charge ... 0
Electronic energy ... -86976.757210 Ha

```
106
C27H41Br33N2OS2 | the Open Molecules 2025 dataset | ωB97M-V/def2-TZVPD
C -3.20 -1.07 2.08
C -3.64 -1.05 0.64
C -2.86 -2.01 -0.28
C -2.65 -1.37 -1.66
N -1.35 -0.82 -1.99
C -1.01 0.44 -1.35
C -0.60 0.45 0.13
C 0.81 0.99 0.34
C 1.00 1.73 1.67
C 1.95 1.07 2.64
C 2.78 2.19 3.40
C 2.35 2.12 4.85
C 2.05 0.65 4.95
O 2.37 -0.08 5.75
N 1.28 0.38 3.75
C -0.31 -1.73 -2.15
S 0.13 -2.15 -3.62
S 0.66 -2.45 -0.81
C -0.09 -4.09 -0.54
C -0.03 -4.43 0.94
C -1.42 -4.57 1.57
H -2.14 -1.09 2.18
H -3.52 -0.16 2.54
H -3.62 -1.91 2.58
H -3.44 -0.06 0.26
H -4.69 -1.20 0.52
H -3.51 -2.84 -0.43
H -1.97 -2.31 0.19
H -2.87 -2.12 -2.40
H -3.37 -0.60 -1.82
H -0.24 0.93 -1.91
H -1.89 1.04 -1.44
H -0.63 -0.50 0.60
H -1.26 1.08 0.69
H 1.48 0.16 0.38
H 1.11 1.60 -0.49
H 1.36 2.71 1.45
H 0.06 1.82 2.19
H 2.58 0.31 2.25
H 3.81 1.92 3.24
H 2.59 3.19 3.10
H 1.44 2.65 5.01
H 3.16 2.46 5.46
H 0.41 0.87 3.93
H 0.43 -4.85 -1.07
H -1.10 -4.06 -0.87
H 0.58 -5.28 1.12
H 0.43 -3.61 1.44
H -1.67 -3.68 2.08
H -1.40 -5.39 2.25
H -2.13 -4.78 0.80
C -2.82 4.63 -0.52
Br -3.50 2.84 -0.68
Br -1.29 4.71 0.64
Br -2.47 5.41 -2.24
H -3.60 5.23 -0.05
C 0.33 -3.26 6.17
Br -0.72 -2.34 7.49
Br -0.24 -5.10 5.97
Br 0.33 -2.31 4.50
H 1.35 -3.28 6.52
C -6.28 -1.59 -3.35
Br -6.50 -3.01 -2.07
Br -7.85 -1.36 -4.44
Br -5.76 0.05 -2.49
H -5.47 -1.87 -4.01
C 4.13 -1.89 -1.89
Br 5.89 -2.45 -2.43
Br 4.02 -1.61 0.01
Br 3.57 -0.33 -2.87
H 3.44 -2.68 -2.14
C -2.54 9.14 -3.90
Br -4.33 8.56 -3.51
Br -1.77 8.14 -5.36
Br -2.45 11.04 -4.21
H -1.94 8.94 -3.03
C 6.46 2.59 -2.46
Br 8.21 2.01 -3.02
Br 6.38 2.89 -0.57
Br 5.88 4.15 -3.44
H 5.77 1.79 -2.69
C 8.20 6.76 -1.91
Br 9.94 6.16 -2.46
Br 8.11 7.02 -0.01
Br 7.66 8.34 -2.87
H 7.50 5.98 -2.16
C 4.08 -2.73 -5.99
Br 2.59 -1.54 -6.20
Br 3.63 -4.54 -6.45
Br 5.62 -2.12 -6.96
H 4.35 -2.73 -4.94
C 3.37 -8.73 -5.79
Br 2.78 -8.03 -4.10
Br 2.04 -8.50 -7.16
Br 5.06 -7.98 -6.31
H 3.52 -9.79 -5.66
C -6.46 5.32 -1.28
Br -6.47 7.07 -0.47
Br -6.73 3.94 0.04
Br -7.72 5.19 -2.72
H -5.48 5.17 -1.70
C -4.01 -2.72 10.06
Br -2.58 -3.37 11.17
Br -3.58 -1.00 9.29
Br -4.51 -3.99 8.71
H -4.87 -2.57 10.70
```

Atomic partial charges in e from the Löwdin method, atoms 1 to 99: C -0.089; C -0.244; C -0.170; C -0.196; N -0.221; C -0.173; C -0.192; C -0.175; C -0.148; C -0.286; C -0.112; C -0.082; C -0.522; O 0.166; N -0.015; C -1.065; S 0.728; S 0.837; C -0.439; C -0.299; C -0.085; H 0.044; H 0.067; H 0.073; H 0.051; H 0.092; H 0.090; H 0.057; H 0.109; H 0.017; H 0.115; H 0.017; H 0.066; H 0.072; H 0.049; H 0.103; H 0.088; H 0.103; H 0.110; H 0.109; H 0.097; H 0.118; H 0.115; H 0.110; H 0.070; H 0.053; H 0.099; H 0.048; H 0.034; H 0.064; H 0.064; C -1.608; Br 0.636; Br 0.625; Br 0.596; H -0.045; C -1.616; Br 0.549; Br 0.557; Br 0.676; H -0.027; C -1.631; Br 0.591; Br 0.593; Br 0.626; H -0.027; C -1.621; Br 0.611; Br 0.594; Br 0.586; H -0.043; C -1.662; Br 0.540; Br 0.568; Br 0.583; H -0.036; C -1.635; Br 0.582; Br 0.568; Br 0.610; H -0.085; C -1.667; Br 0.566; Br 0.562; Br 0.569; H -0.122; C -1.648; Br 0.538; Br 0.564; Br 0.579; H -0.097; C -1.650; Br 0.561; Br 0.569; Br 0.553; H -0.034; C -1.658; Br 0.569; Br 0.559

---

| no. | gap between HOMO and LUMO (eV) |
| --- | --- |
| 1 | 6.274 |
| 2 | 10.693 |
| 3 | 9.180 |
| 4 | 7.580 |